{"formula": "C26H29FI2N4O6", "method": "ωB97M-V with the def2-TZVPD basis set", "total_charge": 0, "symbols": ["C", "C", "I", "C", "I", "N", "C", "C", "C", "C", "N", "C", "C", "C", "C", "C", "O", "O", "C", "C", "F", "H", "H", "H", "H", "H", "H", "H", "H", "H", "H", "H", "H", "H", "H", "H", "H", "H", "H", "H", "C", "C", "C", "C", "C", "C", "N", "O", "O", "H", "H", "H", "H", "H", "C", "C", "C", "C", "C", "C", "N", "O", "O", "H", "H", "H", "H", "H"], "xyz": [[1.43819, -1.48504, 0.22419], [2.16362, -0.24798, 0.83326], [4.33054, -0.19689, 0.65787], [1.47883, 0.76451, 1.46720], [2.69752, 2.37521, 2.30710], [0.02751, 0.74093, 1.59453], [-0.49115, 1.87755, 2.39898], [-2.05230, 1.88730, 2.54786], [-2.65466, 0.62136, 3.28813], [-3.75941, -0.08093, 2.40793], [-3.38756, -1.41209, 1.89843], [-2.39281, -2.28871, 2.31009], [-2.38045, -3.52179, 1.55840], [-3.51365, -3.35836, 0.58616], [-4.08342, -2.05511, 0.85850], [-0.60346, 0.86073, 0.26890], [-0.42911, 1.84271, -0.41061], [-1.36307, -0.22163, -0.08740], [-1.77952, -0.14936, -1.46896], [-3.05082, 0.79480, -1.54813], [-4.21512, 0.12668, -1.96226], [0.56753, -1.81429, 0.84918], [1.04103, -1.15888, -0.78539], [2.15150, -2.32458, -0.00684], [-0.20102, 2.87602, 1.95568], [-0.06258, 1.75401, 3.43492], [-2.60234, 2.06053, 1.57677], [-2.30167, 2.79208, 3.17719], [-3.18575, 0.99570, 4.21148], [-1.84879, -0.05929, 3.65311], [-4.70248, -0.22539, 3.01627], [-4.08499, 0.54009, 1.52448], [-1.68442, -2.04949, 3.13082], [-1.67698, -4.36898, 1.68397], [-3.81609, -4.11352, -0.16933], [-4.96091, -1.66300, 0.29431], [-0.95688, 0.15672, -2.16002], [-2.06109, -1.20231, -1.75877], [-2.78477, 1.67660, -2.18729], [-3.20545, 1.20773, -0.50936], [-1.79691, 4.46680, -3.62302], [-3.14174, 4.11636, -3.62870], [-3.94732, 4.46451, -4.70382], [-3.39329, 5.16008, -5.76980], [-2.05262, 5.52128, -5.77036], [-1.25382, 5.17192, -4.69022], [-4.23531, 5.50845, -6.91969], [-5.41123, 5.19259, -6.87750], [-3.70937, 6.09012, -7.85195], [-1.16894, 4.18798, -2.78320], [-3.56120, 3.56859, -2.79409], [-4.99347, 4.18660, -4.69828], [-1.61965, 6.06781, -6.59836], [-0.20584, 5.44598, -4.68127], [8.31674, -4.94507, 3.61964], [6.95329, -5.21145, 3.65177], [6.13707, -4.78363, 2.61408], [6.69869, -4.09405, 1.54800], [8.05839, -3.81679, 1.51065], [8.86814, -4.24525, 2.55321], [5.84382, -3.66227, 0.43809], [4.65124, -3.90665, 0.51242], [6.37493, -3.08804, -0.49791], [8.95285, -5.28535, 4.42912], [6.52699, -5.75601, 4.48564], [5.07626, -4.99591, 2.64816], [8.49769, -3.27511, 0.68279], [9.93104, -4.03707, 2.53331]], "forces_ev_per_angstrom": [[0.440, 0.551, -0.771], [-0.798, 0.394, 0.776], [-1.351, -0.410, -0.205], [1.322, -1.350, -0.671], [-1.117, -0.422, -0.249], [0.120, 0.666, -0.691], [-0.885, 0.494, 0.916], [-0.064, 0.030, 0.513], [-0.742, 0.778, -0.156], [-0.582, -0.372, 0.650], [-0.038, -2.020, -1.498], [0.798, -1.607, -0.287], [-2.119, 2.859, -0.304], [1.086, 1.777, 2.119], [0.710, -2.251, -0.832], [0.426, -0.243, -0.146], [-0.505, -0.714, 0.008], [1.509, 1.389, 0.140], [-1.497, -0.682, -0.685], [1.286, 0.355, 0.580], [1.069, 0.616, 0.133], [0.849, 0.312, -0.460], [0.275, -0.435, 1.007], [-0.701, 0.858, 0.576], [-0.019, -1.098, 0.481], [-0.331, 0.320, -1.134], [0.817, -0.234, 0.818], [0.421, -0.827, -0.731], [0.609, -0.445, -0.913], [-0.719, 0.431, -0.572], [1.017, 0.201, -0.485], [0.601, -0.536, 0.889], [-0.804, -0.017, -0.812], [-0.707, 0.866, -0.085], [0.075, 0.953, 0.683], [0.991, 0.133, 0.912], [-0.589, 0.074, 0.867], [0.104, 1.102, 0.524], [-0.757, -0.971, 0.128], [-0.122, -0.568, -1.033], [0.039, -0.027, 0.064], [0.154, 0.126, -0.135], [-0.193, -0.101, 0.066], [0.360, -0.159, 0.479], [0.159, 0.090, -0.107], [-0.172, -0.077, 0.047], [-0.257, 0.108, -0.330], [0.299, 0.062, 0.038], [-0.084, -0.133, 0.257], [-0.041, 0.013, -0.048], [-0.059, 0.095, -0.076], [0.067, 0.099, -0.184], [-0.214, -0.055, -0.025], [-0.078, 0.000, -0.035], [0.014, -0.005, 0.017], [0.135, 0.083, -0.103], [-0.180, -0.083, 0.078], [0.339, -0.170, 0.466], [0.164, 0.092, -0.120], [-0.167, -0.071, 0.070], [-0.282, 0.116, -0.380], [0.363, 0.054, -0.012], [-0.159, -0.165, 0.337], [-0.046, 0.031, -0.052], [-0.010, 0.046, -0.075], [0.067, 0.106, -0.182], [-0.216, -0.041, -0.019], [-0.079, 0.009, -0.037]], "lowdin_charge": [-0.12, -0.72, 0.79, -0.68, 0.79, -0.05, -0.26, -0.16, -0.15, -0.13, -0.13, -0.13, -0.08, -0.09, -0.11, -0.50, 0.13, -0.02, -0.11, -0.14, -0.06, 0.08, 0.09, 0.06, 0.10, 0.11, 0.10, 0.12, 0.11, 0.10, 0.13, 0.11, 0.11, 0.08, 0.09, 0.12, 0.13, 0.14, 0.10, 0.11, -0.07, -0.07, 0.00, -0.15, 0.00, -0.06, -0.35, 0.08, 0.08, 0.11, 0.09, 0.12, 0.12, 0.11, -0.07, -0.07, 0.00, -0.15, 0.00, -0.07, -0.36, 0.04, 0.04, 0.11, 0.11, 0.12, 0.12, 0.11]}

{"formula": "C33H62INO21P2S", "method": "ωB97M-V with the def2-TZVPD basis set", "smiles": "CO[C@H]([C@@H](OC[PH2]=S)c1ccccn1)P(O)I.CCOC(=O)OC.CCOC(=O)OC.CCOC(=O)OC.CCOC(=O)OC.CCOC(=O)OC.CCOC(=O)OC", "relative_energy_ev": 0.000, "total_charge": 0, "symbols": ["C", "O", "C", "C", "O", "C", "P", "S", "C", "C", "C", "C", "C", "N", "P", "O", "I", "H", "H", "H", "H", "H", "H", "H", "H", "H", "H", "H", "H", "H", "H", "C", "C", "O", "C", "O", "O", "C", "H", "H", "H", "H", "H", "H", "H", "H", "C", "C", "O", "C", "O", "O", "C", "H", "H", "H", "H", "H", "H", "H", "H", "C", "C", "O", "C", "O", "O", "C", "H", "H", "H", "H", "H", "H", "H", "H", "C", "C", "O", "C", "O", "O", "C", "H", "H", "H", "H", "H", "H", "H", "H", "C", "C", "O", "C", "O", "O", "C", "H", "H", "H", "H", "H", "H", "H", "H", "C", "C", "O", "C", "O", "O", "C", "H", "H", "H", "H", "H", "H", "H", "H"], "xyz": [[5.23080, -2.85179, 4.60639], [4.85862, -3.65544, 3.46216], [4.79572, -2.83650, 2.24866], [3.23733, -2.61613, 1.89947], [2.45915, -3.17080, 3.00851], [1.33714, -3.95014, 2.53157], [-0.29882, -2.95266, 2.45396], [-0.99913, -2.91054, 0.60981], [2.80338, -1.05231, 1.82985], [3.52311, 0.06962, 2.59534], [3.12223, 1.57705, 2.60143], [1.84797, 1.83425, 1.71222], [1.27938, 0.59918, 0.99295], [1.68043, -0.75574, 1.01374], [5.74261, -3.88418, 0.93515], [6.05871, -2.76680, -0.35984], [4.34699, -5.73907, 0.13310], [4.75814, -1.81304, 4.61949], [6.36697, -2.73909, 4.62013], [4.91102, -3.36783, 5.58254], [5.40702, -1.88201, 2.37920], [2.98869, -3.09110, 0.89324], [1.51611, -4.51221, 1.55631], [1.15086, -4.76433, 3.33562], [-1.29805, -3.60060, 3.24926], [-0.13607, -1.61469, 2.98190], [4.43741, -0.22740, 3.22488], [3.64790, 2.38511, 3.19931], [1.38694, 2.87555, 1.61362], [0.35197, 0.81689, 0.34084], [6.07392, -1.89214, 0.10196], [-3.48557, 1.58522, 7.40754], [-3.30989, 2.42321, 6.15397], [-2.76455, 1.64974, 5.07812], [-3.61186, 0.78281, 4.49591], [-4.76830, 0.61029, 4.79469], [-2.93882, 0.12135, 3.54028], [-3.70229, -0.91466, 2.91465], [-2.54072, 1.11138, 7.68610], [-3.83270, 2.20353, 8.23823], [-4.20976, 0.78323, 7.25406], [-2.59526, 3.22410, 6.35486], [-4.24762, 2.89641, 5.84781], [-4.64135, -0.52795, 2.51303], [-3.89073, -1.71944, 3.62828], [-3.11254, -1.31516, 2.08778], [-5.53642, 2.08181, -3.46875], [-4.42406, 1.10446, -3.13553], [-3.52461, 1.64806, -2.16120], [-3.99004, 1.69676, -0.90167], [-5.07606, 1.32421, -0.52967], [-3.04341, 2.25742, -0.12979], [-3.45731, 2.46693, 1.22027], [-5.11986, 3.04033, -3.78927], [-6.17114, 1.68537, -4.26430], [-6.16478, 2.28442, -2.59956], [-3.83363, 0.91454, -4.03427], [-4.81769, 0.14108, -2.79823], [-3.81084, 1.53985, 1.67296], [-4.23291, 3.23448, 1.25693], [-2.59371, 2.81914, 1.78593], [-3.09523, -1.41909, -8.13686], [-4.50920, -1.59254, -7.61248], [-5.12250, -0.32851, -7.32965], [-5.50554, 0.38834, -8.40289], [-5.38141, 0.05913, -9.55704], [-6.02668, 1.55035, -7.96780], [-6.37161, 2.45099, -9.02042], [-2.49895, -0.82521, -7.43924], [-2.61563, -2.38998, -8.27863], [-3.08510, -0.89143, -9.09216], [-4.47679, -2.14092, -6.66875], [-5.12916, -2.17268, -8.30232], [-7.04750, 1.98091, -9.73743], [-5.46707, 2.80515, -9.51827], [-6.88094, 3.30645, -8.57528], [9.80884, 3.05408, -0.18092], [8.41736, 3.54782, -0.53362], [7.95824, 2.98458, -1.76869], [7.59128, 1.69217, -1.71949], [7.61093, 0.98385, -0.74153], [7.22321, 1.31757, -2.95546], [6.91201, -0.07233, -3.06249], [10.50392, 3.25209, -1.00090], [10.17425, 3.54654, 0.72285], [9.81905, 1.97630, -0.00941], [8.44610, 4.62997, -0.67681], [7.70043, 3.34710, 0.26807], [6.14871, -0.36300, -2.33814], [7.81725, -0.66717, -2.92854], [6.52272, -0.25376, -4.06492], [-3.67824, -6.12295, 7.13558], [-5.09171, -6.29846, 7.66078], [-5.70475, -5.03627, 7.94848], [-6.08851, -4.31774, 6.87857], [-5.96656, -4.64377, 5.72280], [-6.60819, -3.16053, 7.31934], [-6.95752, -2.25449, 6.27144], [-3.08140, -5.53137, 7.83472], [-3.19855, -7.09334, 6.98985], [-3.66930, -5.59189, 6.18206], [-5.05872, -6.85022, 8.60253], [-5.71224, -6.87632, 6.96951], [-7.63573, -2.72149, 5.55451], [-6.05474, -1.89749, 5.77233], [-7.46568, -1.40084, 6.72110], [6.27362, 3.65607, -5.39282], [5.27595, 3.64321, -4.24920], [4.10400, 4.40497, -4.56798], [3.25730, 3.83312, -5.44062], [3.39553, 2.75351, -5.96231], [2.23956, 4.68514, -5.65239], [1.31951, 4.23979, -6.64870], [6.52040, 4.68350, -5.67331], [7.18977, 3.13385, -5.10937], [5.86725, 3.17290, -6.28329], [5.72765, 4.11587, -3.37461], [5.00309, 2.62418, -3.96055], [0.93440, 3.24526, -6.41498], [1.80040, 4.24636, -7.62864], [0.48246, 4.93866, -6.66753]], "forces_ev_per_angstrom": [[0.495, 0.111, 0.923], [0.591, 1.750, -0.580], [-1.159, -0.836, 0.233], [-0.239, 2.205, 0.595], [-0.440, -0.570, -2.315], [-0.184, -0.943, 1.815], [-0.297, 0.028, -1.855], [0.027, -0.036, 0.451], [-0.123, 3.125, -0.137], [-0.967, 0.915, -0.518], [-3.255, -3.797, -2.940], [2.610, -3.403, 1.108], [0.413, 1.112, 0.822], [2.273, 2.887, 2.315], [1.998, 0.839, 0.117], [-1.197, -0.282, 2.099], [-0.424, 0.599, -0.097], [0.439, -1.396, -0.212], [-1.381, -0.032, 0.054], [0.403, 0.519, -1.699], [-0.866, -1.103, -0.293], [0.084, 0.595, 1.415], [-0.318, 1.136, 1.039], [0.358, 1.246, -1.177], [0.862, 0.302, 0.305], [0.235, -1.063, 0.199], [-1.595, 0.596, -1.071], [-0.695, -1.357, -0.910], [0.688, -1.861, 0.019], [1.638, -0.579, 1.095], [0.007, -0.585, -0.833], [-0.050, -0.296, -0.020], [-0.262, 0.201, 0.561], [-0.165, -0.179, -0.439], [0.251, -0.088, 0.170], [0.351, 0.119, -0.159], [-0.180, 0.312, 0.408], [-0.147, -0.434, -0.412], [0.000, 0.174, 0.021], [0.070, 0.003, -0.072], [-0.032, 0.157, -0.033], [0.094, -0.175, -0.283], [0.048, -0.229, -0.059], [0.045, -0.037, 0.197], [-0.149, 0.117, -0.013], [0.140, 0.211, 0.154], [-0.125, 0.197, 0.195], [-0.512, -0.116, -0.433], [0.096, -0.034, 0.568], [0.014, 0.090, -0.335], [0.445, 0.064, -0.035], [-0.214, -0.208, -0.236], [-0.026, 0.119, 0.419], [0.034, -0.131, -0.122], [0.118, 0.008, 0.002], [0.040, -0.156, -0.043], [0.201, 0.092, 0.260], [0.029, 0.189, 0.156], [-0.069, 0.166, -0.167], [-0.059, -0.165, 0.003], [0.049, -0.080, -0.282], [0.076, 0.259, -0.157], [0.410, -0.496, -0.205], [-0.404, 0.430, -0.254], [0.256, -0.081, 0.194], [-0.166, 0.130, 0.439], [0.145, -0.484, -0.070], [-0.185, 0.342, -0.228], [-0.039, -0.166, 0.065], [-0.055, 0.049, 0.077], [-0.095, -0.135, 0.029], [-0.187, 0.296, 0.038], [0.032, 0.241, -0.028], [0.206, -0.027, 0.030], [-0.101, -0.129, -0.085], [0.112, -0.218, 0.198], [0.095, -0.278, -0.097], [0.347, 0.168, 0.553], [-0.352, -0.391, -0.145], [0.211, 0.138, -0.127], [-0.145, 0.250, -0.307], [0.106, 0.255, 0.491], [-0.183, -0.510, -0.183], [-0.058, 0.146, 0.085], [-0.047, 0.030, -0.088], [-0.104, 0.103, 0.072], [-0.150, -0.156, -0.276], [0.051, -0.169, -0.166], [0.187, 0.034, 0.000], [-0.124, 0.015, 0.145], [0.086, 0.302, 0.070], [0.094, 0.245, -0.154], [0.365, -0.449, -0.196], [-0.322, 0.280, -0.206], [0.176, 0.046, 0.171], [-0.119, 0.089, 0.412], [0.129, -0.495, -0.075], [-0.158, 0.386, -0.288], [-0.045, -0.159, 0.067], [-0.054, 0.044, 0.070], [-0.105, -0.134, 0.025], [-0.178, 0.292, 0.037], [0.042, 0.235, -0.033], [0.202, -0.034, 0.037], [-0.121, -0.077, -0.085], [0.130, -0.213, 0.192], [-0.049, 0.009, -0.292], [0.596, -0.341, -0.005], [-0.561, -0.082, -0.188], [0.310, 0.171, 0.071], [-0.160, 0.354, 0.229], [0.278, -0.265, 0.126], [-0.362, -0.042, -0.240], [0.049, -0.037, 0.154], [-0.085, 0.072, 0.078], [-0.014, -0.061, 0.141], [-0.289, 0.118, -0.068], [-0.094, 0.125, -0.183], [0.185, 0.058, -0.072], [-0.022, -0.162, 0.082], [0.237, 0.068, 0.193]], "lowdin_charge": [-0.10, -0.26, -0.46, -0.25, -0.20, -0.36, 0.37, 0.04, -0.15, -0.01, -0.02, -0.03, -0.12, 0.04, 0.56, -0.41, 0.40, 0.08, 0.10, 0.11, 0.11, 0.10, 0.07, 0.11, -0.03, -0.01, 0.07, 0.09, 0.09, 0.11, 0.03, -0.07, -0.21, 0.03, -0.60, 0.12, -0.03, -0.05, 0.08, 0.08, 0.07, 0.12, 0.13, 0.10, 0.10, 0.05, -0.06, -0.21, 0.03, -0.58, 0.12, 0.00, -0.03, 0.08, 0.08, 0.07, 0.12, 0.13, 0.07, 0.10, 0.10, -0.07, -0.21, 0.02, -0.59, 0.12, 0.00, -0.05, 0.08, 0.08, 0.07, 0.12, 0.13, 0.10, 0.10, 0.09, -0.07, -0.21, 0.02, -0.58, 0.12, -0.02, -0.03, 0.08, 0.08, 0.07, 0.12, 0.12, 0.09, 0.10, 0.10, -0.07, -0.21, 0.03, -0.59, 0.12, 0.00, -0.04, 0.08, 0.08, 0.07, 0.12, 0.13, 0.10, 0.09, 0.10, -0.06, -0.21, 0.03, -0.59, 0.12, 0.00, -0.05, 0.08, 0.07, 0.07, 0.12, 0.12, 0.10, 0.10, 0.09]}

| no. | energy (eV) | strongest force on any atom (eV Å⁻¹) |
| --- | --- | --- |
| 1 | -64588.044 | 3.6 |
| 2 | -117223.821 | 5.8 |